1.
A molecular structure, C37H43InN5P2S2 in a non-equilibrium geometry, computed with wB97M-V/def2-TZVPD.

As for the total charge: +3. For the HOMO energy, the calculation gives -14.990 eV. The largest force on an atom comes out at 1.2 eV/Å. Its total energy is -91917.4781 eV. The value obtained for the energy relative to the best compared isomer or geometry (same formula, charge and spin) is 0.000 eV.

Positions of all 90 atoms, in Å:
In: -1.024 0.356 0.087
C: -2.893 1.727 2.339
C: -2.858 0.230 2.587
N: -2.779 -0.521 1.316
C: -4.044 -0.660 0.551
C: -4.479 0.579 -0.235
S: -3.169 1.465 -1.155
C: -3.159 3.109 -0.395
C: -2.037 3.310 0.621
N: -1.786 2.113 1.448
H: -2.812 2.242 3.298
H: -3.835 2.041 1.897
H: -3.715 -0.088 3.183
H: -1.954 -0.012 3.152
H: -2.482 -1.464 1.556
H: -4.856 -0.941 1.226
H: -3.909 -1.482 -0.144
H: -4.981 1.321 0.380
H: -5.202 0.253 -0.982
H: -4.153 3.279 0.017
H: -3.035 3.824 -1.206
H: -2.284 4.173 1.243
H: -1.104 3.539 0.105
H: -0.965 2.314 2.018
C: 3.576 1.116 0.366
N: 2.255 0.425 0.402
P: 1.317 0.422 1.815
C: 2.303 -0.277 3.157
C: 2.408 -1.666 3.314
C: 3.187 -2.204 4.323
C: 3.863 -1.366 5.200
C: 3.770 0.009 5.055
C: 2.991 0.556 4.046
C: 1.123 2.170 2.292
C: 0.541 2.462 3.538
C: 0.300 3.774 3.910
C: 0.629 4.816 3.044
C: 1.186 4.536 1.807
C: 1.426 3.217 1.427
P: 1.349 0.134 -1.000
C: 2.205 0.716 -2.443
C: 1.724 1.820 -3.148
C: 2.396 2.263 -4.278
C: 3.545 1.605 -4.692
C: 4.031 0.507 -3.984
C: 3.364 0.050 -2.863
C: 1.346 -1.674 -1.224
C: 1.158 -2.192 -2.511
C: 1.146 -3.560 -2.720
C: 1.321 -4.434 -1.650
C: 1.501 -3.930 -0.372
C: 1.507 -2.555 -0.165
H: 3.770 1.549 1.345
H: 3.587 1.902 -0.386
H: 4.366 0.402 0.145
H: 1.885 -2.347 2.661
H: 3.262 -3.277 4.430
H: 4.459 -1.787 5.999
H: 4.305 0.664 5.729
H: 2.950 1.631 3.951
H: 0.307 1.662 4.234
H: -0.127 3.991 4.881
H: 0.467 5.843 3.346
H: 1.453 5.344 1.138
H: 1.870 3.022 0.459
H: 0.827 2.333 -2.820
H: 2.029 3.117 -4.829
H: 4.069 1.945 -5.575
H: 4.931 0.005 -4.316
H: 3.741 -0.810 -2.324
H: 1.046 -1.528 -3.360
H: 1.027 -3.950 -3.723
H: 1.336 -5.503 -1.819
H: 1.661 -4.603 0.460
H: 1.676 -2.179 0.829
N: -3.353 -4.037 -5.266
C: -3.368 -4.306 -3.950
S: -4.059 -5.620 -3.288
C: -2.711 -3.259 -3.075
C: -2.393 -1.975 -3.508
C: -1.859 -1.063 -2.618
N: -1.633 -1.353 -1.328
C: -1.902 -2.606 -0.919
C: -2.429 -3.567 -1.746
H: -3.796 -4.698 -5.887
H: -2.858 -3.271 -5.683
H: -2.572 -1.641 -4.521
H: -1.609 -0.063 -2.951
H: -1.668 -2.849 0.111
H: -2.638 -4.564 -1.379

Per-atom Löwdin charges, elementary charge units: atom 1 (In): 0.68, atom 2 (C): -0.14, atom 3 (C): -0.15, atom 4 (N): -0.13, atom 5 (C): -0.20, atom 6 (C): -0.35, atom 7 (S): 0.97, atom 8 (C): -0.38, atom 9 (C): -0.23, atom 10 (N): -0.13, atom 11 (H): 0.15, atom 12 (H): 0.11, atom 13 (H): 0.15, atom 14 (H): 0.13, atom 15 (H): 0.12, atom 16 (H): 0.15, atom 17 (H): 0.10, atom 18 (H): 0.08, atom 19 (H): 0.10, atom 20 (H): 0.10, atom 21 (H): 0.10, atom 22 (H): 0.15, atom 23 (H): 0.11, atom 24 (H): 0.05, atom 25 (C): -0.08, atom 26 (N): -0.49, atom 27 (P): 0.97, atom 28 (C): -0.34, atom 29 (C): -0.09, atom 30 (C): -0.04, atom 31 (C): -0.03, atom 32 (C): -0.04, atom 33 (C): -0.08, atom 34 (C): -0.41, atom 35 (C): -0.13, atom 36 (C): -0.04, atom 37 (C): -0.03, atom 38 (C): -0.04, atom 39 (C): -0.09, atom 40 (P): 0.94, atom 41 (C): -0.38, atom 42 (C): -0.08, atom 43 (C): -0.04, atom 44 (C): -0.02, atom 45 (C): -0.03, atom 46 (C): -0.08, atom 47 (C): -0.37, atom 48 (C): -0.10, atom 49 (C): -0.04, atom 50 (C): -0.03, atom 51 (C): -0.04, atom 52 (C): -0.09, atom 53 (H): 0.09, atom 54 (H): 0.08, atom 55 (H): 0.10, atom 56 (H): 0.08, atom 57 (H): 0.12, atom 58 (H): 0.13, atom 59 (H): 0.12, atom 60 (H): 0.11, atom 61 (H): 0.12, atom 62 (H): 0.13, atom 63 (H): 0.13, atom 64 (H): 0.13, atom 65 (H): 0.10, atom 66 (H): 0.10, atom 67 (H): 0.12, atom 68 (H): 0.13, atom 69 (H): 0.13, atom 70 (H): 0.12, atom 71 (H): 0.12, atom 72 (H): 0.12, atom 73 (H): 0.13, atom 74 (H): 0.12, atom 75 (H): 0.04, atom 76 (N): 0.11, atom 77 (C): -0.82, atom 78 (S): 0.80, atom 79 (C): -0.18, atom 80 (C): 0.03, atom 81 (C): -0.16, atom 82 (N): -0.07, atom 83 (C): -0.13, atom 84 (C): -0.01, atom 85 (H): 0.12, atom 86 (H): 0.10, atom 87 (H): 0.13, atom 88 (H): 0.10, atom 89 (H): 0.12, atom 90 (H): 0.10

***

2.
A molecular structure, C37H43N4ORuS2 in a non-equilibrium geometry, computed with wB97M-V/def2-TZVPD.

Its spin multiplicity is 2. For the HOMO energy (alpha / beta), the calculation gives -7.697 / -7.659 eV. The largest force on an atom comes out at 1.2 eV/Å. Its total energy is -71327.1418 eV.

Positions of all 88 atoms, in Å:
Ru: 0.042 0.015 0.449
C: -2.836 2.647 -1.926
C: -1.595 2.228 -1.187
N: -1.478 1.007 -0.787
N: -2.674 0.265 -1.022
C: -2.983 -0.379 0.021
S: -2.041 -0.283 1.517
S: -4.453 -1.313 0.136
C: -5.292 -0.983 -1.448
C: -4.854 -1.857 -2.591
C: -3.795 -1.498 -3.421
C: -3.362 -2.358 -4.421
C: -3.986 -3.584 -4.610
C: -5.059 -3.939 -3.802
C: -5.490 -3.077 -2.803
C: -0.571 3.220 -0.898
C: -0.878 4.588 -0.878
C: 0.080 5.524 -0.562
C: 1.387 5.088 -0.320
C: 1.702 3.747 -0.353
C: 0.711 2.785 -0.579
O: 1.002 1.490 -0.533
H: -3.103 1.880 -2.648
H: -2.676 3.589 -2.444
H: -3.677 2.745 -1.238
H: -5.168 0.076 -1.665
H: -6.333 -1.181 -1.194
H: -3.299 -0.548 -3.267
H: -2.522 -2.074 -5.043
H: -3.639 -4.260 -5.381
H: -5.556 -4.891 -3.943
H: -6.328 -3.360 -2.173
H: -1.890 4.914 -1.082
H: -0.174 6.574 -0.505
H: 2.161 5.809 -0.085
H: 2.708 3.401 -0.173
C: -0.048 2.687 2.720
C: 1.163 2.028 3.396
C: 1.308 2.569 4.818
C: 2.421 2.209 2.562
C: 3.263 3.292 2.799
C: 4.440 3.444 2.090
C: 4.795 2.506 1.134
C: 3.981 1.410 0.852
C: 4.429 0.404 -0.203
C: 3.914 0.790 -1.595
C: 5.949 0.228 -0.238
C: 2.780 1.287 1.569
N: 1.946 0.128 1.371
C: 2.444 -1.003 1.753
C: 1.740 -2.160 1.526
C: 2.022 -3.456 1.915
C: 0.971 -4.222 1.440
C: 0.073 -3.368 0.784
N: 0.544 -2.080 0.824
C: -1.189 -3.901 0.131
C: -2.340 -3.856 1.144
C: -1.508 -3.120 -1.139
C: -0.983 -5.368 -0.264
H: -0.920 2.660 3.377
H: -0.328 2.181 1.799
H: 0.170 3.727 2.461
H: 0.968 0.957 3.464
H: 1.286 3.662 4.837
H: 2.241 2.238 5.279
H: 0.481 2.213 5.433
H: 2.999 4.022 3.554
H: 5.088 4.292 2.283
H: 5.730 2.627 0.603
H: 4.003 -0.567 0.040
H: 4.221 1.810 -1.844
H: 2.830 0.746 -1.645
H: 4.329 0.112 -2.345
H: 6.444 1.100 -0.672
H: 6.201 -0.629 -0.864
H: 6.364 0.059 0.758
H: 3.408 -1.037 2.254
H: 2.892 -3.779 2.468
H: 0.856 -5.289 1.544
H: -2.525 -2.848 1.497
H: -2.094 -4.475 2.011
H: -3.258 -4.238 0.688
H: -1.453 -2.048 -0.985
H: -2.510 -3.365 -1.491
H: -0.794 -3.372 -1.929
H: -0.904 -6.014 0.613
H: -0.082 -5.494 -0.867
H: -1.842 -5.704 -0.851

Per-atom Löwdin charges, elementary charge units: atom 1 (Ru): 1.17, atom 2 (C): -0.01, atom 3 (C): -0.23, atom 4 (N): -0.08, atom 5 (N): -0.07, atom 6 (C): -1.08, atom 7 (S): 0.62, atom 8 (S): 0.94, atom 9 (C): -0.40, atom 10 (C): -0.30, atom 11 (C): -0.06, atom 12 (C): -0.08, atom 13 (C): -0.09, atom 14 (C): -0.08, atom 15 (C): -0.05, atom 16 (C): -0.13, atom 17 (C): -0.04, atom 18 (C): -0.09, atom 19 (C): -0.06, atom 20 (C): 0.00, atom 21 (C): -0.34, atom 22 (O): -0.25, atom 23 (H): 0.07, atom 24 (H): 0.08, atom 25 (H): 0.10, atom 26 (H): 0.08, atom 27 (H): 0.07, atom 28 (H): 0.09, atom 29 (H): 0.10, atom 30 (H): 0.10, atom 31 (H): 0.10, atom 32 (H): 0.11, atom 33 (H): 0.11, atom 34 (H): 0.10, atom 35 (H): 0.11, atom 36 (H): 0.10, atom 37 (C): -0.06, atom 38 (C): -0.36, atom 39 (C): -0.08, atom 40 (C): -0.13, atom 41 (C): -0.04, atom 42 (C): -0.07, atom 43 (C): -0.05, atom 44 (C): -0.15, atom 45 (C): -0.36, atom 46 (C): -0.05, atom 47 (C): -0.08, atom 48 (C): -0.17, atom 49 (N): -0.04, atom 50 (C): -0.10, atom 51 (C): -0.34, atom 52 (C): -0.02, atom 53 (C): -0.04, atom 54 (C): -0.22, atom 55 (N): 0.01, atom 56 (C): -0.53, atom 57 (C): -0.07, atom 58 (C): -0.05, atom 59 (C): -0.07, atom 60 (H): 0.09, atom 61 (H): 0.01, atom 62 (H): 0.09, atom 63 (H): 0.12, atom 64 (H): 0.08, atom 65 (H): 0.09, atom 66 (H): 0.08, atom 67 (H): 0.11, atom 68 (H): 0.11, atom 69 (H): 0.11, atom 70 (H): 0.11, atom 71 (H): 0.09, atom 72 (H): 0.06, atom 73 (H): 0.08, atom 74 (H): 0.07, atom 75 (H): 0.08, atom 76 (H): 0.08, atom 77 (H): 0.16, atom 78 (H): 0.11, atom 79 (H): 0.10, atom 80 (H): -0.01, atom 81 (H): 0.09, atom 82 (H): 0.08, atom 83 (H): 0.03, atom 84 (H): 0.08, atom 85 (H): 0.10, atom 86 (H): 0.07, atom 87 (H): 0.09, atom 88 (H): 0.09

***

3.
A molecular structure, C37H43N7O8PY in a non-equilibrium geometry, computed with wB97M-V/def2-TZVPD.

For the HOMO energy, the calculation gives -7.059 eV. The largest force on an atom comes out at 1.2 eV/Å. Its total energy is -76221.9870 eV. The value obtained for the energy relative to the best compared isomer or geometry (same formula, charge and spin) is 0.181 eV.

Positions of all 97 atoms, in Å:
Y: -0.031 -0.890 0.344
O: 0.677 2.467 -2.761
C: 2.019 2.582 -2.714
C: 2.624 3.431 -3.647
C: 3.991 3.607 -3.654
C: 4.792 2.945 -2.727
C: 4.199 2.108 -1.804
C: 2.818 1.902 -1.780
C: 2.213 0.953 -0.809
O: 0.936 0.763 -0.898
N: 3.000 0.348 0.033
N: 2.290 -0.574 0.827
C: 2.967 -0.959 1.854
C: 2.571 -1.939 2.832
C: 3.577 -2.445 3.671
C: 3.318 -3.417 4.608
C: 2.007 -3.891 4.735
C: 0.993 -3.399 3.953
C: 1.229 -2.398 2.975
O: 0.261 -1.953 2.254
H: 0.429 1.858 -2.019
H: 1.985 3.946 -4.349
H: 4.439 4.272 -4.381
H: 5.863 3.092 -2.723
H: 4.793 1.584 -1.068
H: 3.967 -0.533 1.966
H: 4.582 -2.056 3.558
H: 4.106 -3.800 5.240
H: 1.786 -4.654 5.471
H: -0.025 -3.751 4.063
C: -4.256 -2.884 0.572
C: -4.069 -4.235 0.335
C: -2.777 -4.728 0.262
C: -1.708 -3.853 0.428
N: -1.895 -2.545 0.613
C: -3.135 -2.078 0.692
C: -0.306 -4.344 0.434
C: -0.018 -5.646 0.830
C: 1.302 -6.063 0.878
C: 2.294 -5.166 0.528
C: 1.915 -3.887 0.147
N: 0.655 -3.477 0.101
H: -5.243 -2.451 0.643
H: -4.914 -4.896 0.199
H: -2.600 -5.773 0.060
H: -3.228 -1.007 0.827
H: -0.813 -6.313 1.130
H: 1.548 -7.065 1.201
H: 3.341 -5.431 0.566
H: 2.665 -3.151 -0.115
C: -4.813 1.247 0.693
C: -4.009 2.482 1.074
C: -3.792 3.370 -0.144
C: -4.696 3.255 2.194
O: -2.755 2.038 1.663
P: -1.465 1.573 0.845
O: -0.600 0.750 1.778
O: -1.817 0.753 -0.368
O: -0.751 2.908 0.365
C: 0.031 3.878 1.132
C: 1.280 3.246 1.727
C: -0.826 4.498 2.227
C: 0.413 4.916 0.087
H: -5.808 1.539 0.357
H: -4.919 0.593 1.559
H: -4.314 0.708 -0.109
H: -4.764 3.708 -0.507
H: -3.293 2.828 -0.942
H: -3.197 4.244 0.109
H: -5.708 3.530 1.897
H: -4.144 4.164 2.428
H: -4.748 2.642 3.092
H: 1.032 2.496 2.471
H: 1.876 4.031 2.199
H: 1.885 2.780 0.954
H: -1.124 3.755 2.963
H: -1.723 4.952 1.807
H: -0.254 5.276 2.733
H: 1.056 4.473 -0.673
H: 0.946 5.742 0.558
H: -0.480 5.306 -0.401
C: -2.109 -0.216 -4.155
N: -0.762 -0.672 -3.850
C: 0.276 -0.333 -4.648
C: 1.550 -0.628 -4.315
C: 1.748 -1.220 -3.030
N: 0.743 -1.574 -2.257
C: -0.538 -1.326 -2.643
O: -1.481 -1.615 -1.913
N: 3.005 -1.422 -2.576
H: -2.274 -0.280 -5.229
H: -2.239 0.810 -3.813
H: -2.811 -0.856 -3.628
H: 0.017 0.196 -5.555
H: 2.377 -0.345 -4.945
H: 3.740 -0.892 -3.017
H: 3.104 -1.514 -1.576

Per-atom Löwdin charges, elementary charge units: atom 1 (Y): 1.53, atom 2 (O): 0.05, atom 3 (C): -0.28, atom 4 (C): -0.02, atom 5 (C): -0.09, atom 6 (C): -0.10, atom 7 (C): -0.04, atom 8 (C): -0.09, atom 9 (C): -0.48, atom 10 (O): -0.19, atom 11 (N): 0.06, atom 12 (N): -0.06, atom 13 (C): -0.08, atom 14 (C): -0.16, atom 15 (C): -0.06, atom 16 (C): -0.11, atom 17 (C): -0.10, atom 18 (C): -0.02, atom 19 (C): -0.36, atom 20 (O): -0.19, atom 21 (H): 0.07, atom 22 (H): 0.11, atom 23 (H): 0.10, atom 24 (H): 0.10, atom 25 (H): 0.11, atom 26 (H): 0.13, atom 27 (H): 0.11, atom 28 (H): 0.09, atom 29 (H): 0.10, atom 30 (H): 0.11, atom 31 (C): -0.03, atom 32 (C): -0.05, atom 33 (C): -0.01, atom 34 (C): -0.20, atom 35 (N): 0.04, atom 36 (C): -0.10, atom 37 (C): -0.20, atom 38 (C): 0.00, atom 39 (C): -0.05, atom 40 (C): -0.04, atom 41 (C): -0.12, atom 42 (N): 0.08, atom 43 (H): 0.11, atom 44 (H): 0.11, atom 45 (H): 0.11, atom 46 (H): 0.09, atom 47 (H): 0.11, atom 48 (H): 0.11, atom 49 (H): 0.11, atom 50 (H): 0.10, atom 51 (C): -0.04, atom 52 (C): -0.61, atom 53 (C): -0.03, atom 54 (C): -0.02, atom 55 (O): -0.15, atom 56 (P): 0.26, atom 57 (O): -0.33, atom 58 (O): -0.32, atom 59 (O): -0.15, atom 60 (C): -0.59, atom 61 (C): -0.01, atom 62 (C): -0.03, atom 63 (C): -0.01, atom 64 (H): 0.09, atom 65 (H): 0.09, atom 66 (H): 0.07, atom 67 (H): 0.09, atom 68 (H): 0.08, atom 69 (H): 0.08, atom 70 (H): 0.09, atom 71 (H): 0.08, atom 72 (H): 0.09, atom 73 (H): 0.08, atom 74 (H): 0.10, atom 75 (H): 0.07, atom 76 (H): 0.09, atom 77 (H): 0.07, atom 78 (H): 0.09, atom 79 (H): 0.08, atom 80 (H): 0.09, atom 81 (H): 0.09, atom 82 (C): 0.00, atom 83 (N): -0.03, atom 84 (C): -0.04, atom 85 (C): 0.01, atom 86 (C): -0.37, atom 87 (N): 0.15, atom 88 (C): -0.51, atom 89 (O): 0.01, atom 90 (N): 0.19, atom 91 (H): 0.09, atom 92 (H): 0.10, atom 93 (H): 0.09, atom 94 (H): 0.14, atom 95 (H): 0.11, atom 96 (H): 0.11, atom 97 (H): 0.08

***

Among the records above, which one has the lowest total energy? C37H43InN5P2S2

***

Which of these has the highest total energy? C37H43N4ORuS2

***

What is the total energy in the first record? -91917.4781 eV

***

The lowest total energy belongs to which entry? C37H43InN5P2S2